C22H21Cl2F7N4O3PRe | wB97M-V/def2-TZVPD

CARTESIAN COORDINATES (ANGSTROEM)
Re  -0.015  -0.306  -4.242
C  4.672  -0.414  2.053
C  3.916  -1.552  1.388
N  2.875  -1.062  0.460
C  3.164  -0.993  -0.837
C  2.293  -0.543  -1.802
C  2.808  -0.466  -3.197
O  3.946  -0.666  -3.492
O  1.869  -0.173  -4.122
C  1.008  -0.115  -1.419
O  0.105  0.270  -2.228
C  0.704  -0.134  -0.008
C  -0.556  0.282  0.437
C  -0.867  0.202  1.759
F  -2.104  0.557  2.146
C  0.047  -0.272  2.724
C  1.298  -0.666  2.277
C  1.635  -0.624  0.918
N  -0.256  -0.364  4.096
C  -1.354  0.405  4.682
C  -1.270  0.290  6.210
N  0.148  -0.008  6.598
C  0.556  -1.388  6.139
C  -0.087  -1.643  4.773
H  5.424  -0.820  2.728
H  4.010  0.237  2.624
H  5.184  0.195  1.308
H  3.441  -2.216  2.108
H  4.589  -2.169  0.798
H  4.152  -1.317  -1.141
H  -1.294  0.623  -0.278
H  2.025  -0.996  3.004
H  -2.341  0.054  4.376
H  -1.258  1.446  4.378
H  -1.871  -0.528  6.602
H  -1.579  1.211  6.699
H  0.276  0.082  7.607
H  0.758  0.677  6.150
H  0.225  -2.100  6.892
H  1.644  -1.394  6.094
H  -1.052  -2.150  4.888
H  0.550  -2.307  4.195
Cl  -0.862  4.074  -4.176
C  -2.043  3.260  -5.099
C  -3.071  3.917  -5.697
C  -4.021  3.183  -6.437
C  -3.963  1.802  -6.589
C  -2.927  1.112  -6.015
Cl  -2.770  -0.548  -6.186
C  -1.923  1.831  -5.230
N  -0.925  1.159  -4.703
H  -3.165  4.989  -5.613
H  -4.821  3.733  -6.915
H  -4.720  1.281  -7.161
F  0.363  -2.002  -3.583
P  -2.275  -1.079  -3.210
F  -2.514  0.434  -2.637
F  0.122  -0.964  -5.975
F  -2.133  -2.506  -3.934
F  -1.950  -1.639  -1.792
F  -3.820  -1.181  -3.398

Atoms 1-2, force components in eV/Å:
-0.63 0.25 1.33
0.00 0.00 0.01

**⟨S²⟩**: 2.047
**Frontier orbital gap (alpha / beta)**: 7.004 / 5.505 eV
**Total charge**: +2
**Total energy**: -90733.48656 eV
**HOMO level (alpha / beta)**: -13.8 / -14.1 eV
**Multiplicity**: 3
**Energy above the lowest of the compared OMol25 structures with the same formula, charge and spin**: 52.4 kcal/mol

Okay, here come the natural (NBO) numbers, in e, for every atom:
1 Re 1.88
2 C -0.63
3 C -0.21
4 N -0.32
5 C 0.19
6 C -0.32
7 C 0.80
8 O -0.51
9 O -0.69
10 C 0.53
11 O -0.66
12 C -0.16
13 C -0.18
14 C 0.34
15 F -0.31
16 C 0.22
17 C -0.31
18 C 0.27
19 N -0.48
20 C -0.23
21 C -0.24
22 N -0.49
23 C -0.22
24 C -0.24
25 H 0.24
26 H 0.21
27 H 0.23
28 H 0.21
29 H 0.24
30 H 0.26
31 H 0.28
32 H 0.22
33 H 0.23
34 H 0.23
35 H 0.23
36 H 0.25
37 H 0.45
38 H 0.44
39 H 0.24
40 H 0.23
41 H 0.21
42 H 0.25
43 Cl 0.13
44 C -0.01
45 C -0.24
46 C -0.01
47 C -0.26
48 C 0.00
49 Cl 0.21
50 C 0.25
51 N -0.50
52 H 0.27
53 H 0.25
54 H 0.27
55 F -0.50
56 P 2.15
57 F -0.60
58 F -0.46
59 F -0.57
60 F -0.55
61 F -0.54